13
Properties=species:S:1:pos:R:3:forces:R:3 method="wB97M-V/def2-TZVPD" orbital_gap_ev="9.28 / 7.43" s2=2.0216 lumo_energy_ev="-4.20 / -7.33" total_charge=+1 spin_multiplicity=3 de_lowest_kj_mol=336.7
C -1.8649 0.6792 -0.2372 1.4 -2.3 -0.6
C 1.6878 -1.3115 -0.4772 -1.6 1.6 1.1
N -1.8186 1.4208 0.8366 -4.1 0.0 -1.9
N -0.7666 1.8435 1.2501 -2.7 2.6 0.8
N 0.2748 1.5091 1.6535 5.1 0.2 2.4
N 0.7804 0.3603 1.2856 1.2 -1.7 -1.6
N 0.4048 -0.2085 0.1867 2.4 -2.8 -0.7
N -0.7380 -0.1095 -0.5445 -3.5 2.4 0.2
H -2.8074 0.4997 -0.8116 1.1 0.2 0.5
H 1.7523 -2.2683 0.1153 -0.5 1.3 -0.6
H 1.4584 -1.4406 -1.5787 0.2 0.3 1.5
H 2.4357 -0.5506 -0.1910 0.1 -1.0 -0.7
H -0.7987 -0.4235 -1.4878 0.9 -0.8 -0.6